Record 1
The following is a DFT calculation (ωB97M-V/def2-TZVPD) of C13H24BiN6SSe2Te2 as an isolated structure.

Structure (XYZ):
```
49
Properties=species:S:1:pos:R:3:forces:R:3:nbo_charge:R:1
H -5.673189 -0.024453 1.231039 0.0 0.0 0.0 0.43
S 2.426523 2.171754 0.177457 0.0 0.0 0.0 0.28
H 1.391460 -0.118460 -4.031609 0.0 0.0 0.0 0.21
N -4.814414 0.099699 0.721985 0.0 0.0 0.0 -0.50
H -4.111989 -0.863675 3.114247 0.0 0.0 0.0 0.23
C 1.732813 0.169315 -3.033847 0.0 0.0 0.0 -0.24
H 2.107345 2.852415 -3.498686 0.0 0.0 0.0 0.20
N 0.148369 -2.487263 0.992280 0.0 0.0 0.0 -0.52
N -0.656322 -3.710241 2.633952 0.0 0.0 0.0 -0.51
Se -1.159735 3.367814 0.102387 0.0 0.0 0.0 -0.56
N 1.979306 -0.757027 -0.738586 -0.1 -0.1 0.0 -0.69
Se 0.425840 0.645942 2.746526 0.0 0.0 0.0 -0.59
H -2.365252 -0.723994 2.822452 0.0 0.0 0.0 0.25
Bi -0.156352 0.869987 0.127659 0.0 -0.1 0.1 1.33
H 0.595411 -1.412222 -2.121756 0.0 0.0 0.0 0.20
C -3.369969 0.461624 -0.853946 -0.1 0.0 0.0 -0.10
C -3.575546 0.033990 1.258981 -0.1 0.0 0.0 0.40
H -2.867064 0.659708 -1.786865 0.0 0.0 0.0 0.21
H 3.859189 -0.148055 -1.412418 0.0 0.0 0.0 0.19
H 0.998954 3.370661 -2.224987 0.0 0.0 0.0 0.23
C 1.628873 -1.051647 -2.123225 0.0 0.0 0.0 -0.22
C 3.489697 0.744031 0.515369 0.0 0.0 0.0 -0.54
H 4.521286 1.090898 0.580972 0.0 0.0 0.0 0.24
C -3.327961 -0.231170 2.698662 0.0 0.0 0.0 -0.67
H 3.307422 3.597765 -1.512207 0.0 0.0 0.0 0.25
H 3.929535 -1.259591 -0.074184 0.0 0.0 0.0 0.21
C -1.157729 -2.829842 0.711368 0.1 0.0 0.0 -0.10
Te 0.014710 4.450973 2.048603 0.0 0.0 0.0 0.19
H 2.239239 -1.857002 -2.552742 0.0 0.0 0.0 0.20
H 1.343324 -2.971076 2.691163 0.0 0.0 0.0 0.21
C 0.410099 -3.035839 2.155692 0.1 0.1 0.0 0.19
H -3.305329 0.706066 3.257297 0.0 0.0 0.0 0.25
C 2.876426 2.597495 -1.533867 0.0 0.0 0.0 -0.55
H 0.136151 1.450787 -3.073699 0.0 0.0 0.0 0.38
C 3.365402 -0.411217 -0.476146 0.0 0.0 0.0 -0.24
N -2.676973 0.246784 0.320476 0.1 0.1 0.0 -0.56
C -4.702560 0.372523 -0.622024 0.0 0.0 0.0 -0.07
H 3.668426 1.919442 -1.845634 0.0 0.0 0.0 0.22
Te -0.761285 2.607563 3.805973 0.0 0.0 0.0 0.16
H -1.645837 -2.511681 -0.194241 0.0 0.0 0.0 0.22
H -2.633015 -4.048312 1.857564 0.0 0.0 0.0 0.23
H -5.555778 0.469732 -1.268320 0.0 0.0 0.0 0.24
H 1.642248 -1.507837 -0.139473 0.0 0.0 0.0 0.43
H 3.180534 0.437611 1.516898 0.0 0.0 0.0 0.25
H 2.778883 0.455230 -3.156012 0.0 0.0 0.0 0.19
C 1.707190 2.591274 -2.510239 0.0 0.0 0.0 -0.23
H -0.693443 -4.217115 3.501430 0.0 0.0 0.0 0.43
C -1.671852 -3.586705 1.718546 0.0 0.0 0.0 -0.10
N 0.976938 1.323340 -2.524264 0.0 0.0 0.0 -0.65
```
Positions in Å, forces in eV/Å.

Values from the calculation:
* Kohn-Sham gap: 7.11 eV
* relative energy (zero: lowest compared OMol25 entry of this formula, charge and spin): 0.0 kcal per mole
* calculated total energy: -184762.797 eV
* total charge: +1
* LUMO: -2.73 eV

Record 2
The following is a DFT calculation (ωB97M-V/def2-TZVPD) of C13H24Cl2HoN3P as an isolated structure.

Structure (XYZ):
```
44
Properties=species:S:1:pos:R:3:forces:R:3:nbo_charge:R:1
C -3.092509 1.780147 1.648355 -1.2 -0.9 -1.3 -0.40
C 2.630846 -2.743806 1.217736 0.3 0.7 -0.1 -0.07
H 3.894098 1.154999 -0.140714 -0.1 -0.2 0.3 0.22
C -4.375606 1.703344 -1.958929 0.1 0.5 0.2 -0.39
H -4.900206 2.926712 -0.223783 0.2 -0.4 0.0 0.20
P 1.734219 0.117982 0.449145 -0.4 0.4 -0.2 0.72
H -2.768671 -0.725608 -3.488965 0.1 -0.2 -0.1 0.17
H -2.840091 1.047403 2.426182 -0.1 0.2 -0.4 0.23
H -2.341107 1.979104 -2.611167 -0.1 -0.3 0.0 0.23
H 3.771944 -0.270282 3.202171 0.1 -0.4 -0.1 0.19
N 4.343405 -0.437435 1.188499 0.2 -0.2 0.1 -0.48
H 5.130235 -2.248450 0.483249 -0.2 0.4 -0.2 0.19
C -3.489642 1.394338 0.389708 -1.1 0.9 2.1 -0.25
H -4.955510 2.422044 -2.551167 0.0 -0.1 0.1 0.19
C -2.650307 -0.199577 -2.538383 -0.4 0.4 0.2 -0.47
C 3.489944 0.690068 0.775625 -0.3 -0.3 0.0 -0.50
H 4.709956 -1.015542 -0.797509 0.0 -0.3 0.3 0.19
H 1.477428 -0.039531 2.884317 -0.1 -0.1 -0.2 0.21
C -4.018319 2.387656 -0.622247 0.1 0.0 -0.3 -0.46
Cl -1.898174 -1.680583 1.289641 -0.3 -0.8 0.8 -0.68
H 3.361180 -3.510523 1.531998 -0.4 0.1 -0.1 0.19
H -3.439711 1.364069 -3.837684 0.1 -0.1 0.1 0.19
H 2.524154 -0.903462 -1.626488 -0.1 -0.1 0.2 0.22
C -3.152575 1.255947 -2.781086 -0.3 0.2 -0.2 -0.42
C 1.466794 -0.783938 2.073545 0.5 0.0 -0.5 -0.53
H 4.598719 -1.827476 2.734557 -0.2 0.4 0.0 0.19
H -3.336424 -0.687366 -1.844997 -0.6 -0.1 0.0 0.18
H 3.471929 1.462154 1.564876 0.0 -0.3 -0.3 0.22
H -3.204113 2.821541 1.960439 0.5 -0.2 -0.3 0.21
C 4.400755 -1.489142 0.147645 -0.7 0.0 0.4 -0.07
C 3.858943 -1.060481 2.440710 -0.5 -0.2 -0.7 -0.06
N 2.552808 -1.735909 2.290682 0.5 -0.4 0.6 -0.47
H 1.191428 -1.856793 -0.935762 0.3 0.2 0.1 0.26
Ho -1.124314 0.497251 0.203753 0.9 -0.3 -0.9 1.02
H 1.623099 -3.159597 1.060338 0.4 0.0 0.1 0.22
H -3.626957 0.319250 0.146963 0.3 0.5 0.2 0.25
N 3.110892 -2.182791 -0.060045 0.7 -0.6 -0.1 -0.48
Cl -0.501807 2.884680 -0.298571 0.3 1.5 0.0 -0.68
H -0.654681 -0.740384 -2.719158 0.5 -0.1 0.2 0.14
H -5.040906 0.853844 -1.757749 0.0 0.0 -0.1 0.19
C -1.283283 -0.330125 -1.921733 0.5 0.0 -0.7 -0.82
H 0.480216 -1.280961 2.073973 0.4 0.1 0.0 0.27
C 2.121968 -1.319202 -0.689817 0.0 0.4 0.6 -0.50
H -3.250048 3.166431 -0.778149 -0.2 -0.3 -0.1 0.25
```
Positions in Å, forces in eV/Å.

Values from the calculation:
* Kohn-Sham gap (spin up / spin down): 5.08 / 3.85 eV
* relative energy (zero: lowest compared OMol25 entry of this formula, charge and spin): 73.8 kcal per mole
* calculated total energy: -78470.909 eV
* expectation value of S²: 6.0948
* total charge: -1
* 2S+1: 5
* LUMO (spin up / spin down): 2.73 / 2.74 eV

Record 3
The following is a DFT calculation (ωB97M-V/def2-TZVPD) of a 2-piece molecular cluster, C13H24F3NO6PS overall.

Structure (XYZ):
```
49
Properties=species:S:1:pos:R:3:forces:R:3:nbo_charge:R:1
H 3.297827 1.479915 -0.982787 0.1 0.3 -0.2 0.24
H 0.632506 -3.837720 0.285699 0.1 0.0 0.5 0.21
H 2.693133 1.051990 0.586985 -0.1 -0.1 0.3 0.26
H -3.629827 0.149073 -1.385585 0.0 0.3 0.0 0.22
F 1.927710 -1.729445 0.862473 1.7 -0.7 -0.2 -0.32
O 1.718507 3.381264 0.272316 0.0 0.0 -0.1 -0.90
C -0.262800 -4.213659 -0.181928 -0.3 0.3 -0.2 -0.60
H -1.292145 0.396436 0.797953 0.2 0.0 0.4 0.23
C -1.031879 -3.076241 -0.903039 1.6 -1.2 0.1 0.09
C -1.563836 -3.703094 -2.188947 -0.2 0.2 -0.2 -0.61
S 2.078060 4.725913 0.531740 0.1 0.2 0.5 2.55
C -3.268244 -0.870110 -1.448059 0.1 -0.3 0.0 -0.63
H 2.531873 -0.356389 -2.716386 -0.3 -0.2 -0.2 0.48
H -1.388545 0.537089 -0.907138 -0.1 0.3 -0.2 0.23
C -1.250006 -0.183004 -0.111702 0.2 -0.5 -0.6 -0.42
H -2.042862 -4.657339 -2.014564 -0.3 -0.1 0.2 0.23
P 1.146838 0.535503 -1.270777 -0.7 1.5 0.0 1.12
H -0.352551 -1.572417 -2.243934 0.1 0.1 -0.3 0.23
H 0.056986 -4.941603 -0.917625 0.0 -0.2 -0.1 0.20
O 3.422735 4.724090 1.409399 -0.3 -0.2 0.1 -0.69
C 0.752251 -1.164066 0.978305 -1.0 0.3 -0.7 0.97
C -2.452448 -1.148652 -0.187099 -0.6 1.0 1.2 0.11
C 1.774189 5.368099 2.921615 0.0 -0.3 0.3 -0.10
H 1.389152 6.188922 3.520608 -0.1 0.1 -0.2 0.21
F 0.014000 -1.991365 1.706638 -0.8 -0.8 0.6 -0.33
H -3.627001 0.261159 0.909500 0.1 0.3 0.2 0.20
H -2.230610 -3.051738 -2.741665 -0.2 0.1 0.0 0.21
O 1.597710 -0.092869 -2.746045 0.7 -0.3 0.8 -0.97
H 0.956754 -2.450862 -1.491083 0.1 -0.2 -0.1 0.23
C 2.772316 0.713157 -0.430369 -0.1 -0.7 -0.9 -0.98
O 1.103932 5.326030 1.656166 0.3 0.1 -0.2 -0.68
O -3.106384 -3.348501 0.027200 0.1 -0.2 0.6 -0.39
H 3.339430 -0.212375 -0.529274 0.2 -0.1 0.3 0.21
H 3.899574 5.212838 3.369945 0.1 -0.2 -0.1 0.21
C 3.237484 5.539585 2.573074 0.0 0.5 0.0 -0.10
O 2.203654 5.680677 -0.504032 -0.1 0.0 -0.2 -0.89
H -0.710924 -3.888617 -2.830961 0.3 -0.1 -0.2 0.21
H -2.702169 -0.969239 -2.366707 0.1 -0.1 -0.2 0.21
H 3.467345 6.573902 2.308133 0.0 0.0 0.0 0.19
H -2.885077 -1.015402 1.926216 0.1 0.1 0.3 0.22
N -2.093173 -2.572270 -0.016416 -0.4 0.3 -1.8 0.03
C 0.139905 -0.805918 -0.340735 0.0 -0.5 -0.7 -0.42
H 1.594308 4.423190 3.438669 0.0 0.0 0.0 0.19
H -4.299393 -1.342515 0.914095 -0.2 -0.3 0.1 0.23
F 0.881192 -0.072547 1.721853 0.4 1.2 0.8 -0.33
C -3.373523 -0.790320 0.987505 0.0 -0.2 -0.4 -0.60
H -4.142977 -1.506872 -1.469786 -0.1 -0.3 -0.1 0.23
H -0.913474 -4.704454 0.528976 0.0 -0.1 0.2 0.23
C -0.009522 -1.999224 -1.308418 -0.7 0.7 0.6 -0.41
```
Positions in Å, forces in eV/Å.

Values from the calculation:
* Kohn-Sham gap (spin up / spin down): 8.74 / 8.80 eV
* calculated total energy: -55919.747 eV
* expectation value of S²: 0.7539
* 2S+1: 2
* LUMO (spin up / spin down): 0.45 / 0.45 eV

Record 4
The following is a DFT calculation (ωB97M-V/def2-TZVPD) of C13H24MnN4O5S2 as an isolated structure.

Structure (XYZ):
```
49
Properties=species:S:1:pos:R:3:forces:R:3:nbo_charge:R:1
C -0.377001 -0.902750 -2.668155 -4.0 -0.7 -0.3 0.01
Mn -0.040714 -0.006587 0.180599 -1.1 -0.3 -1.5 1.36
H 1.301768 1.822133 -1.983150 0.3 -0.1 0.2 0.23
H 3.959318 1.038559 -2.635192 -0.5 -0.1 0.0 0.48
O 2.999598 0.886546 -2.630840 0.6 1.1 0.3 -0.72
S -1.166159 -2.447529 4.263315 0.5 0.6 -0.8 0.42
C 1.377925 3.476502 1.054313 0.4 0.2 -0.5 -0.67
H -0.360572 -0.747737 -4.813110 0.1 -0.1 0.0 0.19
O -3.159630 0.116219 -0.670307 -1.4 0.3 0.9 -0.64
H -1.762410 2.675349 1.339451 -0.1 -0.4 -0.3 0.48
C -1.557350 -1.783218 2.677424 1.0 0.5 0.4 0.13
H 2.370887 -0.464887 -2.303958 -0.9 -1.6 0.6 0.49
C 2.326259 0.792786 3.692389 -0.8 -0.5 -0.8 -0.41
H -3.285255 -2.956211 2.479293 -0.1 0.2 -0.3 0.22
H 0.652564 4.057662 1.646229 0.3 -0.2 -0.2 0.24
H 1.040565 -2.560975 0.757714 0.3 0.5 -0.2 0.48
H -2.897584 -2.276926 -3.128496 -0.1 0.2 0.0 0.19
N 0.533624 -0.606334 -1.735716 0.9 1.4 2.1 -0.56
H -3.529192 -1.241338 2.054343 0.3 -0.3 -0.1 0.24
O -1.842411 1.847323 0.834656 -0.1 1.0 0.3 -0.96
H -2.775500 -0.792197 -4.084031 -0.2 -0.1 0.2 0.21
O 1.786431 -1.219774 -1.946185 1.9 0.3 -0.6 -0.68
H 0.930272 3.234767 0.083780 0.0 0.0 0.2 0.25
C -2.831076 -2.093584 1.977469 -0.2 -0.4 0.2 -0.67
H 2.763836 2.851979 -2.051146 -0.1 0.0 0.3 0.17
H 1.992787 -1.793899 -0.240159 -0.6 0.2 -0.2 0.52
O 1.482494 -1.707518 0.603778 0.5 -0.8 0.6 -0.99
H 1.023853 -1.621417 -4.119516 -0.2 0.0 0.0 0.22
C -2.878424 -1.175181 -3.056235 -0.1 0.1 -0.4 -0.65
H 2.681511 0.287807 4.579939 0.1 0.3 -0.1 0.25
C 1.753820 2.249299 1.795415 -0.3 -1.4 1.1 0.11
C 0.289773 -1.515173 4.282912 0.1 0.7 -1.0 -0.41
C 0.393461 -0.742394 3.139696 -1.8 -2.2 0.8 0.09
H -0.569301 -2.389265 -4.206528 0.1 0.1 -0.1 0.20
H -2.356633 2.060191 0.031011 0.4 -0.3 0.2 0.51
H 1.026506 -1.519470 5.076020 -0.4 -0.2 0.1 0.24
H -2.640378 -2.335078 0.922279 -0.1 0.3 0.2 0.27
C -1.722368 -0.729830 -2.231362 2.9 -0.8 -2.6 0.04
C -0.049476 -1.440333 -4.016720 0.0 -0.2 -0.3 -0.64
H -3.118355 0.264251 0.294722 0.0 -0.3 -0.8 0.46
H 2.273772 4.087846 0.897804 -0.3 0.1 -0.1 0.23
H -3.821625 -0.830808 -2.623335 0.1 -0.1 -0.2 0.23
S 2.919699 2.307846 3.114543 -0.9 -0.6 -0.4 0.44
C 2.374616 1.865617 -1.761795 0.2 0.3 -0.8 -0.27
C 1.319661 0.310567 2.875313 1.8 2.0 -0.3 0.11
N -0.650272 -0.953909 2.226007 -0.1 -0.1 1.0 -0.53
N 1.079222 1.112624 1.750113 0.5 1.0 1.0 -0.53
H 2.555676 1.670838 -0.694015 0.0 -0.1 -0.4 0.16
N -1.818232 -0.162396 -1.030595 1.0 0.5 2.6 -0.54
```
Positions in Å, forces in eV/Å.

Values from the calculation:
* Kohn-Sham gap (spin up / spin down): 2.85 / 2.96 eV
* calculated total energy: -83054.488 eV
* expectation value of S²: 8.7864
* 2S+1: 6
* LUMO (spin up / spin down): -0.29 / -0.31 eV

Record 5
The following is a DFT calculation (ωB97M-V/def2-TZVPD) of C13H24N3OPb as an isolated structure.

Structure (XYZ):
```
42
Properties=species:S:1:pos:R:3:forces:R:3:lowdin_charge:R:1
Pb 1.688280 1.630672 3.179499 9.0 -2.7 12.6 1.56
H -0.723430 0.506832 1.489279 0.9 0.8 0.3 0.04
C 1.815140 0.211322 -0.448551 0.1 0.1 -1.0 -0.25
C -0.409600 1.497242 1.159589 -1.1 -0.2 -1.3 -0.18
H -0.752970 0.995502 -1.518601 -0.2 0.2 -0.7 0.06
H 1.998680 2.284232 -0.078831 0.3 0.1 -0.2 0.10
O 0.752020 1.960742 1.807629 -8.9 3.1 -11.0 -0.65
H 2.507130 2.953452 -2.488281 -0.1 -0.1 0.0 0.08
C 1.736980 1.626482 -0.907671 1.1 1.7 -1.2 -0.26
C 2.618620 1.920582 -2.158371 -0.5 -0.1 1.0 -0.05
H -1.336760 2.064092 1.244109 0.5 1.0 0.5 0.13
C -1.617580 -1.481458 -0.769591 -0.3 0.5 -1.3 -0.21
H -1.001730 -2.844058 3.363299 -0.1 0.2 0.4 0.09
H 1.557510 -0.423988 -1.295971 -0.9 -0.3 0.0 0.15
H 0.703220 1.888572 -1.132901 0.4 0.0 -0.4 0.08
H -2.465190 -1.821968 3.154709 0.1 -0.1 0.2 0.09
C -1.800110 0.801862 -1.751191 0.1 -0.6 -1.4 -0.22
H -1.712560 0.932212 -3.991991 -0.4 0.1 0.1 0.08
C -2.258660 -0.159058 -0.681671 -0.8 -0.2 -0.3 -0.18
H -0.956160 -1.075088 3.722069 0.0 -0.1 0.6 0.07
C -0.952610 -1.587008 1.664309 -0.3 -0.7 1.3 -0.31
N -1.072850 -2.488208 -0.838801 -0.1 0.1 -1.2 0.21
H 0.982220 -0.543758 1.949029 -0.3 0.2 0.0 0.02
C -1.976670 0.219782 -3.210451 0.3 0.2 1.4 -0.05
H -2.066750 0.323872 0.276469 -0.4 -0.3 -0.4 0.07
H 0.697700 -1.370498 0.369039 0.1 -0.7 0.8 0.08
H 3.664210 1.760722 -1.895171 0.0 -0.1 -0.2 0.08
H 1.169380 0.068092 0.417799 1.0 0.5 -1.3 0.02
H 2.307290 1.251462 -2.960521 0.2 0.0 -0.1 0.08
C -1.377620 -1.857748 3.091269 0.3 0.4 -0.4 -0.06
H -2.389250 1.702322 -1.577441 0.2 0.2 -0.3 0.13
C 3.153870 -0.266628 -0.198151 2.4 -0.4 1.3 -0.21
H -1.434130 -0.689938 1.275059 0.0 -1.1 0.7 0.04
H -3.339210 -0.281168 -0.756591 -0.1 -0.2 0.1 0.14
H -0.174450 1.473792 0.095509 -0.5 -0.1 0.8 0.04
H -1.341870 -2.396578 1.046909 0.6 0.1 0.9 0.09
N 1.980800 -3.393488 2.479519 -0.6 1.0 -0.4 0.18
H -2.990300 -0.172288 -3.293691 -0.1 0.3 -0.3 0.08
C 1.361790 -2.524758 2.032139 0.0 -0.7 -0.1 -0.18
C 0.554360 -1.412528 1.448759 -0.4 -2.8 0.8 -0.22
H -1.328100 -0.644188 -3.355401 0.1 0.0 0.2 0.07
N 4.229360 -0.639458 0.043869 -1.7 0.6 -0.3 0.19
```
Positions in Å, forces in eV/Å.

Values from the calculation:
* Kohn-Sham gap: 8.24 eV
* relative energy (zero: lowest compared OMol25 entry of this formula, charge and spin): 127.1 kcal per mole
* calculated total energy: -25621.553 eV
* total charge: +1
* LUMO: -5.81 eV

The evaluated F_max for the records listed, in turn: 0.14 2.56 2.01 4.09 15.76 eV/Å.